Record 1
{"formula": "C5H6O", "method": "the ωB97M-V functional and the def2-TZVPD basis", "homo_ev": [-8.189, -8.190], "smiles": "C=C=C1O[C@H]1C", "relative_energy_kcal_mol": 108.5, "orbital_gap_ev": [7.844, 7.845], "symbols": ["C", "C", "C", "O", "C", "C", "H", "H", "H", "H", "H", "H"], "coordinates": [[0.256333, 1.619814, 0.615604], [0.840069, 0.291517, 0.222898], [0.421918, -0.498818, -0.908456], [1.405987, 0.314600, -1.193908], [-0.269337, -1.590115, -1.337488], [-1.244367, -1.872233, -0.448613], [-0.269760, 1.580338, 1.575256], [-0.422570, 2.015209, -0.145235], [1.096717, 2.312025, 0.724933], [-1.561650, -1.132560, 0.295538], [1.473783, -0.197291, 0.958676], [-1.727124, -2.842486, -0.359207]], "atomic_forces_ev_per_a": [[0.0, 0.0, 0.0], [0.3, 0.2, 0.1], [0.1, 0.1, 0.2], [-0.1, -0.2, 0.1], [-0.1, 0.1, 0.3], [-0.2, -0.1, 0.0], [0.1, -0.2, -0.2], [0.1, -0.2, 0.1], [-0.2, 0.1, 0.0], [-0.4, 0.0, -0.3], [0.3, 0.2, -0.2], [0.1, 0.0, -0.1]], "nbo_charge": [-0.645, -0.010, 0.413, -0.408, -0.327, -0.252, 0.230, 0.229, 0.230, 0.153, 0.203, 0.184]}

***

Record 2
{"formula": "C5H6O", "method": "the ωB97M-V functional and the def2-TZVPD basis", "homo_ev": -8.711, "smiles": "C[C@H]1CC1=C=O", "relative_energy_kcal_mol": 67.8, "orbital_gap_ev": 9.474, "symbols": ["C", "C", "C", "C", "C", "O", "H", "H", "H", "H", "H", "H"], "coordinates": [[0.228574, 1.310439, 0.177526], [-0.904988, 1.892684, -0.105824], [1.370082, 0.413351, -0.026313], [0.100983, -0.148365, 0.500284], [-0.530540, -1.211694, -0.295451], [-2.047825, 2.102129, 0.022271], [1.389564, -0.067979, -0.989733], [2.293747, 0.653340, 0.486935], [0.046099, -0.380603, 1.597715], [-0.575120, -1.035644, -1.366253], [-1.405666, -1.461997, 0.102313], [0.035090, -2.065660, -0.103471]], "atomic_forces_ev_per_a": [[-1.0, 0.7, -0.9], [-0.1, -1.5, 1.2], [-0.1, 0.3, -0.7], [0.9, -0.3, 3.2], [2.1, 1.4, -1.6], [0.2, 1.0, -0.8], [1.1, 0.6, -0.7], [-0.1, -0.4, 0.1], [0.1, 0.4, -0.9], [-0.1, 0.2, -0.1], [-4.2, -0.7, 1.2], [1.3, -1.7, -0.1]], "nbo_charge": [-0.391, 0.697, -0.387, -0.127, -0.618, -0.477, 0.214, 0.237, 0.207, 0.211, 0.216, 0.217]}

***

Record 3
{"formula": "C5H6O", "method": "the ωB97M-V functional and the def2-TZVPD basis", "homo_ev": -8.785, "smiles": "C=C=C1O[C@H]1C", "relative_energy_kcal_mol": 82.4, "orbital_gap_ev": 9.347, "symbols": ["C", "C", "C", "O", "C", "C", "H", "H", "H", "H", "H", "H"], "coordinates": [[-0.042637, 1.829667, 0.206535], [-0.212247, 0.727930, -0.803506], [-0.687844, -0.573655, -0.446855], [-1.618250, 0.269852, -0.932056], [-0.329796, -1.769133, -0.085969], [0.581126, -2.406669, 0.612143], [1.002990, 1.971966, 0.498951], [-0.635611, 1.634835, 1.105782], [-0.400097, 2.758054, -0.248061], [0.902907, -1.951545, 1.541890], [0.343685, 0.810714, -1.733791], [1.095773, -3.302016, 0.284938]], "atomic_forces_ev_per_a": [[0.0, 0.0, 0.0], [0.1, 0.2, -0.2], [0.3, -0.1, 0.0], [-0.2, -0.1, 0.0], [0.4, 0.4, 0.1], [0.0, -0.1, 0.1], [-0.1, -0.1, -0.1], [0.1, 0.0, -0.2], [0.1, 0.0, 0.1], [-0.2, -0.5, 0.4], [-0.3, 0.2, -0.1], [0.0, 0.1, -0.1]], "nbo_charge": [-0.640, 0.047, 0.231, -0.439, -0.089, -0.377, 0.224, 0.227, 0.224, 0.198, 0.192, 0.202]}

***

Record 4
{"formula": "C5H6O", "method": "the ωB97M-V functional and the def2-TZVPD basis", "homo_ev": -9.581, "smiles": "C#CCC(C)=O", "relative_energy_kcal_mol": 50.3, "orbital_gap_ev": 10.434, "symbols": ["C", "C", "O", "C", "C", "C", "H", "H", "H", "H", "H", "H"], "coordinates": [[-1.124480, 0.883262, 0.433598], [-0.893837, -0.509250, -0.254461], [-1.750030, -1.342858, -0.101370], [0.475343, -0.976025, -0.989808], [1.465038, -0.297320, -0.180308], [1.900213, 0.403073, 0.696818], [-2.208549, 1.049324, 0.491549], [-0.660988, 1.757665, -0.032511], [-0.781004, 0.879767, 1.479730], [0.622668, -0.772983, -2.069115], [0.585042, -2.072849, -0.908563], [2.370581, 0.998192, 1.434445]], "atomic_forces_ev_per_a": [[0.1, -0.2, -0.2], [-0.2, -0.4, -0.1], [0.3, 0.2, -0.2], [-0.4, 0.3, 0.3], [0.3, 0.6, 0.7], [0.4, -0.4, -0.5], [0.3, -0.3, -0.3], [0.1, -0.4, -0.2], [0.1, -0.3, -0.4], [-0.6, 0.4, 0.5], [-0.4, 0.5, 0.2], [0.1, 0.1, 0.1]], "nbo_charge": [-0.723, 0.621, -0.527, -0.582, 0.003, -0.250, 0.238, 0.227, 0.243, 0.255, 0.258, 0.237]}

***

Record 5
{"formula": "C5H6O", "method": "the ωB97M-V functional and the def2-TZVPD basis", "homo_ev": -9.723, "smiles": "C=C=C(C)C=O", "relative_energy_kcal_mol": 47.2, "orbital_gap_ev": 10.079, "symbols": ["C", "C", "C", "O", "C", "C", "H", "H", "H", "H", "H", "H"], "coordinates": [[-0.098815, 1.480580, 0.684777], [-0.214023, 0.165498, 0.001342], [-1.489214, -0.215249, -0.620537], [-2.426414, 0.545125, -0.701661], [0.802528, -0.597679, -0.294825], [1.601921, -1.610040, -0.248802], [0.823214, 1.558918, 1.267033], [-0.091004, 2.219714, -0.115882], [-0.972263, 1.657903, 1.314355], [1.174980, -2.058771, 0.653727], [-1.519771, -1.254189, -1.012902], [2.408860, -1.891809, -0.926628]], "atomic_forces_ev_per_a": [[0.0, 0.3, 0.0], [0.1, 0.2, -0.5], [-0.4, 0.3, -0.2], [0.0, -0.4, 0.1], [-0.2, 0.2, -0.1], [-0.4, 0.2, 0.3], [-0.2, 0.0, -0.1], [0.0, 0.4, 0.3], [0.1, 0.1, 0.0], [1.4, -1.2, -0.1], [-0.1, 0.2, 0.0], [-0.4, -0.1, 0.5]], "nbo_charge": [-0.620, -0.236, 0.417, -0.528, 0.169, -0.510, 0.221, 0.230, 0.233, 0.260, 0.117, 0.248]}

***

Record 6
{"formula": "C5H6O", "method": "the ωB97M-V functional and the def2-TZVPD basis", "homo_ev": -7.997, "relative_energy_kcal_mol": 114.7, "orbital_gap_ev": 8.133, "symbols": ["C", "C", "C", "C", "C", "O", "H", "H", "H", "H", "H", "H"], "coordinates": [[3.455289, -1.152089, -1.039199], [1.349579, 0.231204, -0.241345], [0.668484, -0.644383, 0.747013], [0.081368, 0.642569, -0.850647], [-0.752463, -0.117798, 0.255575], [4.366394, -0.481794, -1.096260], [0.798607, -1.560131, 0.165412], [0.954057, -0.820337, 1.866688], [0.053520, 1.759901, -0.723990], [-0.055284, 0.467049, -1.919794], [-1.516003, -0.826165, -0.216085], [-1.206913, 0.579953, 0.836527]], "atomic_forces_ev_per_a": [[0.7, 0.3, -0.1], [1.9, 0.3, 0.6], [-1.5, 0.4, 1.0], [-1.0, 0.2, 0.7], [0.8, -2.1, -3.2], [-0.4, -0.4, 0.0], [0.3, -0.6, 0.1], [-0.3, 0.4, -2.2], [0.1, -0.7, -0.1], [0.0, -0.1, 0.1], [1.0, 0.6, 1.2], [-1.5, 1.7, 2.0]], "nbo_charge": [0.495, 0.154, -0.589, -0.602, -0.404, -0.510, 0.280, 0.246, 0.270, 0.255, 0.204, 0.201]}

***

Record 7
{"formula": "C5H6O", "method": "the ωB97M-V functional and the def2-TZVPD basis", "homo_ev": -9.303, "smiles": "C=C1O/C1=C\\C", "relative_energy_kcal_mol": 76.7, "orbital_gap_ev": 10.216, "symbols": ["C", "C", "C", "C", "C", "O", "H", "H", "H", "H", "H", "H"], "coordinates": [[1.993828, -0.017953, -0.055585], [0.515430, -0.301039, 0.035655], [3.245183, 0.239067, 0.306661], [-0.662044, -0.254394, 0.689129], [-2.065912, -0.646842, 0.274047], [1.248026, -0.729603, -1.108125], [4.068237, -0.122421, -0.341819], [3.397223, 0.882580, 1.210586], [-0.581156, 0.224610, 1.631316], [-2.554602, 0.030362, -0.410705], [-2.666554, -0.681719, 1.260687], [-2.092945, -1.688178, -0.150454]], "atomic_forces_ev_per_a": [[-3.3, -1.5, 0.0], [2.4, 0.9, 0.2], [-0.6, 0.2, -0.4], [1.1, -0.1, -2.0], [-0.2, -1.7, 1.7], [0.2, 0.8, 1.7], [-0.5, 0.6, 0.6], [0.0, -1.0, -1.0], [0.2, 0.4, 0.7], [0.0, 0.3, -0.2], [0.7, 0.0, -1.7], [0.0, 1.0, 0.3]], "nbo_charge": [0.270, 0.275, -0.511, -0.287, -0.641, -0.468, 0.234, 0.239, 0.221, 0.226, 0.218, 0.224]}

***

Record 8
{"formula": "C5H6O", "method": "the ωB97M-V functional and the def2-TZVPD basis", "homo_ev": -9.590, "smiles": "O=C1CC=CC1", "relative_energy_kcal_mol": 5.4, "orbital_gap_ev": 10.602, "symbols": ["O", "C", "C", "C", "C", "C", "H", "H", "H", "H", "H", "H"], "coordinates": [[-1.867704, -1.372892, 0.477300], [-0.948601, -0.686962, 0.110826], [0.480679, -1.171375, -0.140056], [1.267294, 0.098327, 0.029688], [0.486391, 1.172446, 0.130181], [-0.973094, 0.832441, -0.055905], [0.574792, -1.615519, -1.141461], [0.746674, -1.949739, 0.581526], [2.347191, 0.115178, 0.113275], [0.842609, 2.181298, 0.318323], [-1.662450, 1.302817, 0.651630], [-1.293784, 1.093982, -1.075324]], "atomic_forces_ev_per_a": [[0.2, 0.2, -0.2], [-0.3, -0.2, 0.0], [0.1, 0.0, 0.0], [0.0, 0.1, 0.1], [0.0, 0.0, -0.1], [0.2, 0.1, 0.1], [-0.1, 0.1, 0.1], [-0.1, 0.0, -0.1], [-0.1, 0.0, 0.0], [-0.1, -0.2, -0.1], [0.1, -0.1, -0.1], [-0.1, -0.1, 0.2]], "nbo_charge": [-0.519, 0.623, -0.560, -0.186, -0.183, -0.559, 0.239, 0.239, 0.214, 0.215, 0.238, 0.239]}

***

Record 9
{"formula": "C5H6O", "method": "the ωB97M-V functional and the def2-TZVPD basis", "homo_ev": -9.877, "smiles": "C=CC(=O)C=C", "relative_energy_kcal_mol": 40.8, "orbital_gap_ev": 9.564, "symbols": ["C", "C", "C", "C", "C", "H", "H", "H", "H", "H", "H", "O"], "coordinates": [[-0.108686, 0.826259, -2.317691], [0.148116, 0.871885, -1.000759], [-0.291996, -0.212617, -0.072842], [0.355482, -0.305373, 1.242186], [0.079775, -1.193650, 2.185217], [0.018078, 1.715556, -2.973107], [-0.587118, -0.095170, -2.850710], [0.615535, 1.877353, -0.438274], [1.210698, 0.424561, 1.398860], [-0.846856, -1.740579, 2.072297], [0.576579, -1.173254, 3.167200], [-1.169605, -0.994971, -0.412378]], "atomic_forces_ev_per_a": [[-0.8, -0.5, -0.7], [0.7, 2.6, 0.8], [-0.9, -0.8, -0.7], [2.3, 1.3, 0.6], [-0.8, 0.8, 0.6], [0.2, -0.8, 0.6], [1.0, 1.7, 1.4], [-1.2, -2.8, -1.8], [-1.0, -1.0, -0.2], [0.2, -0.6, 0.0], [-0.1, -0.2, -0.7], [0.5, 0.4, 0.2]], "nbo_charge": [-0.307, -0.314, 0.472, -0.307, -0.287, 0.207, 0.228, 0.215, 0.202, 0.215, 0.208, -0.532]}

***

Record 10
{"formula": "C5H6O", "method": "the ωB97M-V functional and the def2-TZVPD basis", "homo_ev": [-7.188, -7.187], "relative_energy_kcal_mol": 113.5, "orbital_gap_ev": [7.252, 7.251], "symbols": ["C", "C", "C", "O", "C", "C", "H", "H", "H", "H", "H", "H"], "coordinates": [[-0.638811, 0.514188, 0.856002], [0.642726, -0.260011, 0.676180], [0.543073, -0.965705, -0.640141], [-0.951565, -0.574166, -1.248698], [-1.139418, 0.473643, -0.566725], [1.250015, 0.256461, -0.589673], [-0.458944, 1.535132, 1.198140], [-1.441156, 0.074396, 1.483021], [1.129218, -0.727314, 1.540331], [0.693133, -2.009608, -0.912213], [-1.897466, 1.185301, -0.923487], [2.269194, 0.497684, -0.872738]], "atomic_forces_ev_per_a": [[0.1, 0.0, -0.1], [-0.1, 0.0, 0.3], [-0.2, -0.2, -0.2], [0.3, 0.0, 0.1], [-0.1, 0.2, 0.2], [0.3, 0.3, -0.2], [0.0, -0.1, -0.1], [0.1, 0.1, -0.1], [-0.1, 0.1, -0.3], [0.0, 0.4, 0.0], [0.0, -0.4, 0.1], [-0.1, -0.4, 0.2]], "nbo_charge": [-0.484, -0.289, 0.014, -0.452, 0.470, -0.534, 0.237, 0.213, 0.210, 0.217, 0.180, 0.219]}